The following is a quantum chemistry calculation of a cluster of 12 separate species, C54H64F2N10O22 in total, from OMol25.

Molecular weight, u: 1243.150
Multiplicity: 1
Net charge: 0
Calculated total energy, Eh: -4498.0896
HOMO energy, Eh: -0.3462

Each line ends with the Löwdin charge.
Element x y z (Å)
1 O 4.11090 -19.09878 19.01847  0.12
2 N 3.60533 -18.42156 18.20392  -0.37
3 O 2.64805 -17.67591 18.33907  0.06
4 C 4.13803 -18.53035 16.84781  -0.17
5 C 3.71744 -17.60160 15.94727  -0.02
6 C 4.22148 -17.78516 14.67534  -0.08
7 C 4.95807 -18.87821 14.27231  -0.06
8 C 5.26343 -19.87557 15.18324  -0.06
9 C 4.82279 -19.70189 16.50239  0.02
10 H 2.93897 -16.90382 16.13981  0.11
11 H 3.93514 -17.07212 13.88815  0.12
12 H 5.25210 -18.98837 13.22460  0.11
13 H 5.73002 -20.76598 14.81960  0.08
14 H 5.05151 -20.45667 17.27223  0.11
15 O 5.09395 -26.90250 15.90693  0.08
16 N 6.10874 -27.00874 15.29023  -0.32
17 O 7.22015 -27.18309 15.82011  0.05
18 C 6.07809 -26.68625 13.78825  -0.17
19 C 4.85262 -26.40152 13.26001  -0.04
20 C 4.77576 -26.08441 11.92983  -0.06
21 C 5.89109 -26.12941 11.07061  -0.03
22 C 7.12834 -26.49553 11.64669  -0.04
23 C 7.22994 -26.62247 13.07855  -0.02
24 H 3.95561 -26.46817 13.91837  0.14
25 H 3.82679 -25.81919 11.50325  0.09
26 H 5.91587 -25.86711 10.00982  0.10
27 H 8.04669 -26.62142 11.07766  0.09
28 H 8.19441 -26.93962 13.52343  0.13
29 O 2.50622 -25.91204 7.13962  0.07
30 N 2.55549 -25.17575 8.11403  -0.32
31 O 2.37360 -25.61475 9.24935  0.05
32 C 2.63258 -23.69482 7.92608  -0.16
33 C 2.76520 -23.30484 6.61989  -0.01
34 C 2.83846 -21.92616 6.35343  -0.06
35 C 2.87573 -21.04182 7.40334  -0.08
36 C 2.72420 -21.50281 8.70120  -0.08
37 C 2.58404 -22.82825 8.99398  0.01
38 H 2.61783 -23.99158 5.79692  0.12
39 H 2.89679 -21.51786 5.38336  0.09
40 H 2.94249 -19.96558 7.26041  0.12
41 H 2.64749 -20.76701 9.43575  0.07
42 H 2.51442 -23.13538 10.07480  0.14
43 O 2.30681 -19.51249 11.60461  0.06
44 N 2.20030 -20.39914 12.45700  -0.31
45 O 2.44653 -21.59500 12.28296  0.06
46 C 1.58079 -20.01525 13.72308  -0.17
47 C 1.73329 -20.93378 14.74373  -0.02
48 C 1.46218 -20.51088 15.99494  -0.06
49 C 0.85499 -19.24246 16.16651  -0.06
50 C 0.68938 -18.36344 15.08571  -0.07
51 C 1.15878 -18.72532 13.80985  -0.01
52 H 2.10246 -21.92325 14.52458  0.12
53 H 1.63889 -21.19723 16.84919  0.13
54 H 0.42258 -18.96976 17.17649  0.13
55 H 0.18001 -17.40115 15.21907  0.12
56 H 1.17398 -17.98963 13.02550  0.12
57 O 12.02652 -25.24051 12.12136  0.10
58 N 10.97825 -24.81973 11.67394  -0.32
59 O 9.94287 -24.64440 12.35415  0.03
60 C 10.86377 -24.73639 10.22901  -0.15
61 C 12.03681 -24.73848 9.46608  0.00
62 C 11.97861 -24.79451 8.08581  -0.06
63 C 10.72899 -24.90087 7.43085  -0.04
64 C 9.57431 -24.84052 8.23355  -0.07
65 C 9.62121 -24.76287 9.59578  -0.03
66 H 12.98846 -24.51573 9.88899  0.11
67 H 12.81498 -24.75463 7.37586  0.12
68 H 10.80174 -24.90875 6.36151  0.10
69 H 8.60274 -24.70843 7.77268  0.09
70 H 8.63350 -24.65529 10.10441  0.12
71 O 5.04155 -22.66846 18.27510  0.04
72 N 5.94698 -23.47587 18.01077  -0.33
73 O 6.50428 -24.13222 18.87885  0.10
74 C 6.34034 -23.51126 16.62266  -0.17
75 C 7.68256 -23.81615 16.35564  0.02
76 C 8.12774 -23.75902 15.02661  -0.08
77 C 7.24887 -23.50158 14.04007  -0.09
78 C 5.87532 -23.35555 14.30750  -0.04
79 C 5.41676 -23.30090 15.62292  -0.01
80 H 8.33646 -23.88732 17.20115  0.12
81 H 9.12191 -23.92274 14.61589  0.11
82 H 7.54675 -23.52211 13.01905  0.09
83 H 5.22306 -23.21615 13.47325  0.11
84 H 4.35290 -23.26449 15.89541  0.13
85 O 10.26287 -21.89721 7.96387  0.16
86 C 11.19855 -21.20733 7.74587  -0.57
87 O 12.39089 -21.26111 8.36863  0.07
88 C 13.17586 -20.11567 7.96173  0.00
89 C 12.36551 -19.51397 6.69426  -0.24
90 F 12.99773 -19.88378 5.54492  0.05
91 O 11.15083 -20.24927 6.80524  0.12
92 H 13.25617 -19.41988 8.77777  0.11
93 H 14.09230 -20.48441 7.51307  0.13
94 H 12.22232 -18.47917 6.63401  0.14
95 O 5.25519 -20.77959 10.79934  0.14
96 C 6.45846 -20.73727 10.89269  -0.53
97 O 7.23393 -21.88060 10.93048  0.04
98 C 8.57213 -21.54612 11.08551  -0.07
99 C 8.54400 -20.04042 10.72980  -0.32
100 F 9.01311 -19.75177 9.52385  0.11
101 O 7.21136 -19.66008 10.88588  0.17
102 H 8.85232 -21.66434 12.16316  0.12
103 H 9.33857 -22.13406 10.51613  0.14
104 H 9.08819 -19.49354 11.43301  0.11
105 C 8.48587 -17.44375 4.96019  -0.06
106 N 7.71957 -17.03020 6.11269  -0.20
107 C 6.30957 -17.36330 6.10095  -0.04
108 C 8.28809 -16.55375 7.27562  -0.35
109 O 7.70173 -16.28248 8.27757  0.03
110 H 8.64259 -18.50383 4.90848  0.07
111 H 9.41201 -16.85689 5.05366  0.09
112 H 7.96718 -17.16241 3.98960  0.11
113 H 5.94580 -17.38822 7.12181  0.08
114 H 5.73031 -16.56202 5.64796  0.09
115 H 6.23811 -18.35025 5.66035  0.07
116 H 9.37145 -16.38354 7.23988  0.13
117 C 6.28216 -21.49529 7.03833  -0.05
118 N 6.20270 -22.87780 6.59199  -0.17
119 C 6.75962 -23.17876 5.26439  -0.03
120 C 5.92942 -23.85118 7.49083  -0.38
121 O 5.98837 -25.04682 7.32738  0.01
122 H 6.04650 -20.80310 6.18368  0.09
123 H 7.30812 -21.24831 7.24355  0.07
124 H 5.59723 -21.40409 7.89486  0.08
125 H 7.27291 -24.16190 5.33552  0.09
126 H 6.01443 -23.22401 4.46437  0.09
127 H 7.56655 -22.54832 4.93850  0.07
128 H 5.85282 -23.37480 8.54640  0.16
129 C 9.11162 -16.13894 11.60352  -0.03
130 N 10.23903 -17.02051 11.30838  -0.21
131 C 10.80396 -17.77195 12.35143  -0.08
132 C 10.56645 -17.18583 10.02562  -0.34
133 O 11.48190 -17.87899 9.61900  0.00
134 H 9.29759 -15.57923 12.55618  0.10
135 H 8.16431 -16.66873 11.85575  0.10
136 H 9.12694 -15.48723 10.74171  0.08
137 H 11.51836 -18.48367 11.82757  0.11
138 H 11.46351 -17.05882 12.94398  0.11
139 H 10.13166 -18.32902 13.05469  0.07
140 H 9.98979 -16.55966 9.32735  0.11
141 C 8.84261 -19.70353 17.43038  -0.03
142 N 8.44570 -19.23881 16.08467  -0.16
143 C 8.50526 -17.76137 15.89862  0.00
144 C 8.49784 -20.13066 15.10811  -0.33
145 O 8.59459 -19.85935 13.90179  -0.02
146 H 8.81825 -20.74612 17.50147  0.06
147 H 8.26210 -19.25554 18.18666  0.07
148 H 9.89064 -19.33291 17.63366  0.11
149 H 8.96980 -17.24105 16.74680  0.09
150 H 9.03272 -17.58368 14.94534  0.07
151 H 7.44267 -17.44721 15.77329  0.09
152 H 8.38884 -21.20632 15.37651  0.13